No. 1
C2H3N5S | ωB97M-V/def2-TZVPD

Output
Net charge: 0
Orbital gap (eV): 8.402
Lowest unoccupied orbital energy (eV): -0.76
Relative energy (zero: lowest compared OMol25 entry of this formula, charge and spin) (kJ/mol): 36.8
Molecular weight (g/mol): 129.15
2S+1: 1
HOMO energy (eV): -9.16
Structure (SMILES): Nc1nnn[nH]c1=S

Atoms and positions in Å:
N (0.0516, -0.5409, -1.8476)
C (0.2469, -0.0637, -0.5873)
N (1.4177, 0.4835, -0.3550)
N (1.6333, 1.1595, 0.7581)
N (0.8315, 1.1210, 1.7197)
N (-0.3072, 0.2898, 1.6151)
C (-0.7659, -0.2518, 0.4508)
S (-2.1849, -1.0539, 0.3954)
H (-0.7727, -1.0164, -2.0137)
H (0.7613, -0.3549, -2.5510)
H (-0.9117, 0.2278, 2.4155)



No. 2
FH3N2OS | ωB97M-V/def2-TZVPD

Output
Net charge: 0
Orbital gap (alpha / beta) (eV): 8.930 / 5.882
Lowest unoccupied orbital energy (alpha / beta) (eV): 0.54 / -4.66
Relative energy (zero: lowest compared OMol25 entry of this formula, charge and spin) (kJ/mol): 102.0
Molecular weight (g/mol): 98.10
⟨S²⟩: 2.01
2S+1: 3
HOMO energy (alpha / beta) (eV): -8.39 / -10.54

Atoms and positions in Å:
N (-0.6525, -0.6496, 1.4667)
N (0.8814, -0.3783, -0.7086)
O (-1.5804, -0.8656, -0.8527)
F (-0.4664, 2.4127, -0.0603)
S (-0.6212, -0.2733, 0.0070)
H (-0.0649, -0.1621, 2.1163)
H (1.6334, 0.1269, -0.2609)
H (0.8705, -0.2107, -1.7076)



No. 3
C16H24N2O4S | ωB97M-V/def2-TZVPD

Output
Net charge: 0
Orbital gap (eV): 9.062
Lowest unoccupied orbital energy (eV): 0.64
Relative energy (zero: lowest compared OMol25 entry of this formula, charge and spin) (kJ/mol): 66.1
Molecular weight (g/mol): 340.44
2S+1: 1
HOMO energy (eV): -8.42
Structure (SMILES): CCOCCCNS(=O)(=O)c1ccc2c(c1)CCN2C(=O)CC

Atoms and positions in Å:
C (-6.3371, -2.3823, -0.3545)
C (-4.9932, -1.6586, -0.3694)
O (-4.6934, -1.0346, 0.8693)
C (-5.3157, 0.2146, 1.0928)
C (-4.5978, 1.3958, 0.4278)
C (-3.1816, 1.5940, 0.9741)
N (-2.2907, 0.5018, 0.6412)
S (-1.7268, 0.4607, -0.9396)
O (-2.2338, -0.7057, -1.6100)
O (-1.9462, 1.7457, -1.5441)
C (0.0177, 0.2464, -0.6418)
C (0.5434, -1.0256, -0.5369)
C (1.8900, -1.2126, -0.2600)
C (2.6827, -0.0865, -0.0911)
C (2.1411, 1.1986, -0.2047)
C (0.8043, 1.3754, -0.4783)
C (3.2130, 2.2273, -0.0052)
C (4.4525, 1.3835, 0.3379)
N (4.0480, -0.0144, 0.1878)
C (4.8759, -1.0911, 0.3450)
O (4.4755, -2.2332, 0.2667)
C (6.3443, -0.7868, 0.5802)
C (7.0691, -0.6808, -0.7633)
H (-7.1620, -1.6823, -0.2393)
H (-6.4690, -2.9188, -1.2897)
H (-6.3672, -3.0914, 0.4691)
H (-4.9566, -0.9326, -1.1889)
H (-4.1839, -2.3749, -0.5275)
H (-6.3615, 0.1895, 0.7621)
H (-5.3023, 0.3475, 2.1797)
H (-4.5240, 1.2362, -0.6497)
H (-5.1847, 2.2989, 0.6027)
H (-3.2021, 1.6929, 2.0639)
H (-2.7437, 2.4936, 0.5382)
H (-2.7178, -0.3886, 0.8726)
H (-0.1126, -1.8673, -0.6885)
H (2.3136, -2.1988, -0.1787)
H (0.3583, 2.3509, -0.5837)
H (3.3610, 2.8104, -0.9157)
H (2.9588, 2.9210, 0.7965)
H (4.7722, 1.5635, 1.3696)
H (5.2868, 1.6113, -0.3283)
H (6.4865, 0.1191, 1.1674)
H (6.7567, -1.6311, 1.1347)
H (8.1314, -0.5125, -0.6037)
H (6.9441, -1.6047, -1.3224)
H (6.6768, 0.1366, -1.3645)



No. 4
C4H12 | ωB97M-V/def2-TZVPD

Output
Net charge: 0
Orbital gap (eV): 12.254
Lowest unoccupied orbital energy (eV): 1.11
Relative energy (zero: lowest compared OMol25 entry of this formula, charge and spin) (kJ/mol): 73.2
Molecular weight (g/mol): 60.14
2S+1: 1
HOMO energy (eV): -11.14
Structure (SMILES): CC.CC

Atoms and positions in Å:
C (1.2165, 0.1352, -1.3211)
C (0.8330, 1.0602, -2.4949)
H (1.9571, -0.5411, -1.7888)
H (1.5520, 0.6399, -0.4297)
H (0.4188, -0.5819, -1.1339)
H (1.5746, 1.8082, -2.7589)
H (-0.0414, 1.6878, -2.1926)
H (0.4572, 0.5105, -3.3502)
C (-0.2568, -0.6297, 1.9939)
C (-1.7858, -0.5920, 1.7185)
H (0.0248, -1.6012, 2.3685)
H (0.4603, -0.0349, 1.4524)
H (-0.1201, -0.0015, 2.9404)
H (-2.0604, 0.4196, 1.4655)
H (-2.2350, -1.0082, 2.6471)
H (-1.9948, -1.2710, 0.8839)



No. 5
C5H10N2 | ωB97M-V/def2-TZVPD

Output
Net charge: 0
Orbital gap (eV): 10.640
Lowest unoccupied orbital energy (eV): 1.19
Relative energy (zero: lowest compared OMol25 entry of this formula, charge and spin) (kJ/mol): 201.0
Molecular weight (g/mol): 98.15
2S+1: 1
HOMO energy (eV): -9.45
Structure (SMILES): C[C@H]1N[C@H]1[C@H]1CN1

Atoms and positions in Å:
C (1.4870, 1.5831, 0.4333)
C (0.1191, 1.5837, -0.2061)
N (-0.1171, 0.8565, -1.4487)
C (-0.7413, 0.3722, -0.2059)
C (-0.2799, -0.9164, 0.4244)
C (-1.1991, -2.0734, 0.4732)
N (-0.0454, -2.0925, -0.4204)
H (2.1446, 2.3055, -0.0622)
H (1.9621, 0.5977, 0.3665)
H (1.4240, 1.8574, 1.4927)
H (-0.3902, 2.5472, -0.1761)
H (0.6980, 0.2832, -1.6653)
H (-1.8202, 0.5312, -0.2032)
H (0.4491, -0.8232, 1.2267)
H (-1.1535, -2.7719, 1.3049)
H (-2.1883, -1.9463, 0.0377)
H (-0.3489, -1.8939, -1.3715)



No. 6
C18H44BO14P2S | ωB97M-V/def2-TZVPD

Output
Net charge: -1
Orbital gap (eV): 5.984
Lowest unoccupied orbital energy (eV): 2.10
Molecular weight (g/mol): 589.36
2S+1: 1
HOMO energy (eV): -3.89

Atoms and positions in Å:
O (-4.7256, 4.8917, -1.1218)
S (-4.8757, 5.3563, -2.4685)
O (-6.0216, 4.7568, -3.0905)
O (-4.9839, 6.9487, -2.4532)
C (-3.3656, 5.0002, -3.3602)
C (-3.3302, 3.4787, -3.5333)
C (-1.9537, 2.9207, -3.9687)
C (-0.7351, 3.7652, -3.5696)
C (0.6031, 2.9930, -3.4720)
O (0.5685, 1.6022, -3.7428)
C (1.7487, 3.5239, -4.4078)
O (2.8820, 3.0625, -3.7312)
B (2.6155, 3.5059, -2.3371)
O (1.1295, 3.2695, -2.2162)
H (-5.8778, 7.1777, -2.1603)
H (-3.4332, 5.4663, -4.3430)
H (-2.5667, 5.4085, -2.7475)
H (-3.7056, 2.9499, -2.6580)
H (-4.0406, 3.2436, -4.3297)
H (-1.9125, 2.6878, -5.0348)
H (-1.8396, 1.9582, -3.4674)
H (-0.5929, 4.6315, -4.2249)
H (-0.9136, 4.1766, -2.5741)
H (0.0446, 1.1823, -3.0514)
H (1.8120, 4.6250, -4.3786)
H (1.6484, 3.0626, -5.3952)
H (2.9281, 4.7117, -2.3304)
H (3.2333, 2.8808, -1.4846)
O (-1.9133, -1.7690, -1.4281)
P (-2.3626, -3.1595, -1.2003)
O (-1.4653, -3.7445, 0.0247)
C (-1.2547, -2.9589, 1.1962)
C (-2.3608, -3.1706, 2.2132)
O (-1.7159, -3.9655, -2.4489)
C (-1.2548, -3.2781, -3.6156)
C (0.2508, -3.1281, -3.5793)
O (-3.5531, -4.2830, -1.1204)
C (-4.7980, -3.9734, -0.4774)
C (-5.2892, -2.5692, -0.7672)
H (-1.1589, -1.9002, 0.9484)
H (-0.3036, -3.2801, 1.6217)
H (-3.3051, -2.7524, 1.8510)
H (-2.1156, -2.6822, 3.1569)
H (-2.5184, -4.2348, 2.3952)
H (-1.7432, -2.3105, -3.7230)
H (-1.5465, -3.8858, -4.4752)
H (0.5683, -2.5787, -2.6933)
H (0.6107, -2.6021, -4.4645)
H (0.7262, -4.1098, -3.5368)
H (-4.7024, -4.1390, 0.5997)
H (-5.5247, -4.6970, -0.8485)
H (-4.6393, -1.8196, -0.3030)
H (-6.2954, -2.4245, -0.3740)
H (-5.2990, -2.3772, -1.8414)
O (4.7921, -0.6294, 3.2628)
P (3.6617, -0.8468, 4.1923)
O (3.4754, -2.4661, 4.3122)
C (4.6047, -3.3099, 4.4912)
C (4.9497, -3.4749, 5.9607)
O (2.3652, -0.4647, 3.3152)
C (2.4640, 0.3228, 2.1144)
C (2.4005, -0.5633, 0.8932)
O (2.8255, -0.4684, 5.5533)
C (3.5175, -0.1460, 6.7668)
C (4.7500, 0.7077, 6.5452)
H (5.4670, -2.9364, 3.9346)
H (4.3383, -4.2791, 4.0669)
H (5.3263, -2.5360, 6.3771)
H (5.7199, -4.2359, 6.0950)
H (4.0667, -3.7607, 6.5337)
H (3.3668, 0.9304, 2.1134)
H (1.6150, 1.0070, 2.1174)
H (3.2031, -1.3025, 0.8967)
H (2.4726, 0.0286, -0.0202)
H (1.4595, -1.1170, 0.8751)
H (3.7716, -1.0687, 7.2978)
H (2.8073, 0.3965, 7.3915)
H (5.5300, 0.1458, 6.0202)
H (5.1639, 1.0403, 7.4972)
H (4.5096, 1.5827, 5.9394)



What is the net charge in the third record?
0



Look up the 2S+1 of the third one.
1



The highest molecular weight belongs to which entry?
C18H44BO14P2S